C4H10N2O | wB97M-V/def2-TZVPD

Output
- ΔE to the lowest compared entry with this formula, charge and spin: 360.5 kJ/mol
- Strongest force on any atom: 1.097 eV Å⁻¹
- Total energy: -343.06416 hartree
- SMILES: C=C(CNN)OC

Geometry as ORCA input:
```
! wB97M-V def2-TZVPD RIJCOSX def2/J DEFGRID3
* xyz 0 1
C 0.3493 -0.6210 0.3030
C -0.3480 -1.7215 0.0028
C 2.1148 0.1063 -1.0348
N -2.3423 0.6838 -0.0480
H 2.0665 1.1764 -0.8143
H 1.5054 -0.1355 -1.9120
H -0.9308 2.1801 0.0855
H 0.6583 1.2426 1.2930
N -1.2819 1.3827 0.6184
H -2.0209 0.2077 -0.8951
O 1.7240 -0.6546 0.1022
H 0.1338 -2.5639 -0.4865
H -0.4382 0.1816 2.1212
C -0.1771 0.5504 1.1219
H -2.7718 -0.0278 0.5480
H -1.3951 -1.8362 0.2578
H 3.1540 -0.1512 -1.2629
*
```